The following is a quantum chemistry calculation of a 11-piece molecular cluster, C21H60F3O23S overall, from OMol25.

```
108
Properties=species:S:1:pos:R:3:forces:R:3:mulliken_charge:R:1
C -0.205777 0.275479 0.798772 0.8 -0.3 -2.0 0.34
F 1.143328 0.311245 1.083784 -1.7 -0.4 0.6 -0.20
F -0.970327 -0.325386 1.730183 1.3 0.7 -0.5 -0.12
F -0.584965 1.554083 0.636948 -0.1 -0.7 0.4 -0.08
S -0.349235 -0.648618 -0.927525 -0.6 -0.1 -0.8 0.71
O -1.735349 -1.135828 -0.946122 0.5 0.6 0.4 -0.56
O -0.116390 0.402323 -1.936293 -0.1 -1.2 1.7 -0.99
O 0.600993 -1.764450 -0.897868 -0.6 1.9 0.7 -0.93
C 1.915961 3.320163 2.313065 -1.7 -0.3 1.0 0.43
C 2.949454 2.505672 3.115444 -1.6 1.7 -0.3 -0.29
O 4.089533 2.261706 2.390019 1.6 -0.9 -0.4 -0.53
O 2.069466 4.744125 2.409009 1.0 -0.1 -0.1 -0.63
H 0.961104 3.135815 2.805353 -0.3 -0.5 0.1 -0.24
H 1.758845 2.990504 1.286063 0.6 -0.1 -0.2 0.25
H 2.498728 1.568422 3.441776 0.1 -0.2 -0.4 -0.06
H 3.089257 3.076531 4.033420 0.4 0.1 0.2 0.42
H 4.638357 3.039703 2.267134 -0.3 0.2 0.1 0.32
H 1.242383 5.146264 2.133675 0.0 -0.1 0.0 0.33
C 1.433230 1.554841 -5.087313 -1.8 -0.8 1.6 -0.32
C -0.011670 2.081165 -5.498189 2.3 -1.1 0.2 -0.46
O 0.000171 3.473420 -5.438060 -0.5 1.1 -0.4 -0.58
O 1.585032 1.575748 -3.635140 0.8 0.9 -2.0 -0.32
H 2.246467 2.118851 -5.544082 -0.2 0.4 0.2 0.37
H 1.542765 0.529913 -5.441771 0.0 -0.3 -0.1 0.31
H -0.776367 1.719701 -4.810656 0.1 -0.2 0.0 0.17
H -0.222916 1.731631 -6.508782 -0.2 -0.1 -0.1 0.46
H 0.298657 3.810190 -6.286049 0.1 0.2 0.1 0.30
H 0.882101 1.081369 -3.207266 -0.3 -0.4 0.1 0.45
C -4.143623 -3.425890 -1.484133 1.0 2.2 -0.2 -0.47
C -4.679936 -2.315660 -2.410658 0.0 0.6 -1.0 0.11
O -4.994259 -2.742313 -3.730980 -0.5 -1.4 -0.4 -0.61
O -2.738957 -3.620783 -1.763047 -1.2 -1.2 0.0 -0.51
H -4.715139 -4.346924 -1.369431 0.2 -0.1 -0.7 0.38
H -4.208074 -2.909726 -0.526260 -0.1 -0.2 0.5 0.20
H -3.917560 -1.558379 -2.593459 0.6 -0.1 0.9 -0.09
H -5.498317 -1.715511 -2.012970 -0.4 -0.5 0.5 0.30
H -5.344957 -2.033698 -4.275486 0.1 0.2 0.4 0.32
H -2.320277 -2.797231 -1.502154 0.3 0.3 0.1 0.47
C -1.187345 3.793238 -2.273661 -0.2 -1.9 1.5 0.35
C -1.677365 4.341221 -0.872660 0.7 -1.0 -1.9 -0.40
O -2.770355 5.183642 -1.129464 0.0 1.2 0.6 -0.56
O -0.343303 4.627692 -2.996905 -0.1 1.6 0.7 -0.63
H -2.050924 3.505282 -2.873168 -0.5 0.2 0.1 0.26
H -0.648842 2.860636 -2.105228 0.1 -0.3 0.3 -0.07
H -0.797426 4.755939 -0.380929 -0.1 0.8 0.0 0.35
H -2.051779 3.613313 -0.152896 0.1 -0.6 -0.6 -0.06
H -2.381440 5.989029 -1.478309 -0.3 0.2 -0.2 0.37
H -0.202279 4.206982 -3.848205 0.2 0.0 -0.4 0.45
C 1.895040 -5.931597 -2.766915 -0.7 0.8 0.2 -0.53
C 1.301549 -5.027256 -1.725689 0.6 1.1 1.7 -0.29
O 1.861048 -3.731739 -1.884814 0.6 -0.8 -0.6 -0.28
O 1.156541 -7.126738 -2.783587 0.0 -0.9 -0.3 -0.55
H 2.933915 -6.196800 -2.570660 0.2 0.6 0.0 0.30
H 1.817994 -5.346903 -3.683586 0.1 -0.5 -0.4 0.24
H 1.542507 -5.364469 -0.717561 0.5 -0.5 0.3 0.20
H 0.218231 -4.969231 -1.620066 -0.3 -0.2 -1.2 0.35
H 1.259408 -3.078525 -1.520213 -0.1 0.3 0.1 0.48
H 1.688965 -7.703772 -2.231182 -0.4 -0.4 -0.1 0.33
C 4.613459 -0.318630 -3.295381 -0.8 0.0 0.8 -0.49
C 3.708383 -1.100357 -2.261899 1.0 -0.4 -1.4 0.29
O 4.405449 -2.293360 -1.955836 1.0 0.1 0.5 -0.62
O 4.786892 -1.050721 -4.483990 -0.3 -0.6 -0.9 -0.55
H 5.604865 -0.076568 -2.912462 -0.1 0.0 0.6 0.44
H 4.101056 0.604440 -3.566462 -0.1 0.2 0.2 0.07
H 2.766624 -1.377660 -2.735501 -0.1 0.4 -0.1 0.16
H 3.491962 -0.520348 -1.364770 0.1 0.3 0.0 0.08
H 3.831548 -3.057759 -1.866722 -0.7 0.2 -0.1 0.36
H 5.708815 -1.236940 -4.676292 -0.1 0.0 0.4 0.30
C -2.221112 2.131029 3.351860 0.0 -1.1 -0.6 0.26
C -3.097391 3.103222 4.054854 -0.8 -0.2 0.7 -0.69
O -2.381692 4.267975 4.263491 0.6 1.5 0.4 -0.58
O -1.038008 1.746233 4.095212 -0.7 1.4 -0.9 -0.54
H -1.982233 2.638778 2.417397 0.8 -0.1 0.0 -0.10
H -2.786835 1.250583 3.047112 0.0 -0.3 0.1 0.39
H -3.476702 2.739455 5.009780 0.0 -0.4 0.3 0.30
H -3.988083 3.387434 3.494502 0.1 -0.3 -0.4 0.35
H -1.606598 4.001975 4.763579 0.3 0.1 0.1 0.34
H -1.217167 0.890120 4.490898 -0.3 -0.3 0.3 0.30
C -4.192258 1.426093 0.123730 0.1 -0.3 -0.3 0.59
C -4.167774 1.849336 -1.351341 -0.4 -0.9 0.9 -0.38
O -5.174299 1.107150 -2.064417 0.8 0.2 -0.6 -0.49
O -3.916937 0.039343 0.357935 -0.7 1.0 0.3 -0.50
H -5.168038 1.604716 0.575452 -0.2 0.0 -0.1 0.53
H -3.505076 2.096386 0.640056 0.4 -0.1 0.3 -0.61
H -3.171816 1.602322 -1.718971 -0.1 -0.6 -0.5 -0.10
H -4.172059 2.933780 -1.461238 -0.7 0.2 0.0 0.46
H -6.053518 1.490209 -2.021570 0.2 0.4 0.3 0.29
H -3.191931 -0.281417 -0.183431 0.5 0.0 -0.4 0.21
C 3.336240 -1.987947 3.204067 -0.2 2.2 -1.2 0.44
C 3.064391 -2.733335 1.903680 0.7 -0.5 0.9 -0.13
O 4.189529 -3.564182 1.573532 -0.7 0.3 -0.1 -0.56
O 3.487653 -2.721938 4.361327 -0.1 -1.1 0.7 -0.59
H 2.540721 -1.256425 3.345970 -0.7 0.1 -0.1 -0.42
H 4.178054 -1.298445 3.140592 0.5 -0.4 -0.3 0.39
H 2.751231 -2.047280 1.116679 0.3 0.1 -0.2 0.00
H 2.210958 -3.392160 2.064000 0.0 -0.3 0.0 0.24
H 4.850108 -2.984511 1.187251 0.1 0.0 -0.2 0.35
H 2.653067 -3.192084 4.424848 0.1 -0.5 0.4 0.35
C -0.032708 -1.216637 4.925085 -1.4 -1.9 -0.8 0.46
C 0.715575 -1.550989 6.153154 0.3 0.6 1.8 -0.76
O 0.038735 -2.429972 7.113309 0.3 0.2 -1.2 -0.55
O -1.323388 -0.648518 5.233750 1.0 0.3 -0.2 -0.61
H -0.270290 -2.139487 4.395928 0.1 -0.4 -0.2 0.22
H 0.559064 -0.673078 4.188581 -0.3 0.8 0.5 -0.22
H 0.796969 -0.617050 6.709242 0.6 0.2 0.0 0.25
H 1.690404 -1.996604 5.955128 0.1 0.5 -0.2 0.44
H 0.681296 -3.138335 7.196611 -0.4 -0.3 0.3 0.34
H -1.603014 -1.076254 6.046438 -0.2 -0.1 0.2 0.31
```
Positions in Å, forces in eV/Å.

Summary:
net charge = -1

The following is a quantum chemistry calculation of a 9-piece molecular cluster, C21H60F6NO7P overall, from OMol25.

```
96
Properties=species:S:1:pos:R:3:forces:R:3:mulliken_charge:R:1
N 0.994983 3.746658 -1.834064 -0.4 0.4 0.1 -0.09
H 0.213905 3.932006 -2.491892 -0.4 -0.3 -0.1 0.23
H 0.852445 2.876561 -1.311934 0.0 -0.5 -0.4 0.06
H 1.053488 4.477570 -1.125362 0.3 0.2 -0.3 0.44
H 1.809925 3.692903 -2.443565 0.3 -0.1 0.5 0.42
P 0.372502 0.233388 -0.439915 -1.8 -2.9 3.0 1.67
F 1.461488 -0.957125 -0.230749 0.6 1.3 -0.7 -0.37
F -0.437556 -0.764373 -1.443330 0.8 1.2 -1.1 -0.46
F -0.471519 -0.530604 0.736238 -0.2 0.7 0.4 -0.32
F -0.842807 1.310767 -0.525741 0.6 0.5 -0.8 -0.21
F 1.069861 1.110498 0.733241 0.4 0.5 -0.6 -0.37
F 1.245596 1.013601 -1.553948 -0.4 -0.4 -0.2 -0.54
C -1.352239 3.694329 1.542106 -0.3 -1.2 0.8 -0.62
C -2.771509 4.070377 1.985450 -0.6 1.6 -0.1 0.49
C -3.774840 2.946140 1.770140 0.9 -0.5 -0.7 -1.15
O -2.815205 4.520561 3.340973 0.2 -0.6 0.4 -0.58
H -0.543521 4.249332 2.018293 -0.2 0.3 0.1 0.47
H -1.173052 3.625759 0.467825 -0.4 0.2 -0.1 -0.13
H -1.283057 2.663772 1.907447 0.6 0.0 -0.1 0.14
H -3.142117 4.967693 1.463847 0.1 -0.4 -0.7 0.22
H -3.409412 2.414795 0.882494 -0.4 0.1 -0.2 0.12
H -4.790348 3.289010 1.596135 0.0 0.0 0.2 0.36
H -3.741972 2.145418 2.510195 0.0 0.4 0.4 0.36
H -2.355939 5.364333 3.375568 0.0 0.0 0.1 0.31
C 1.873799 -0.602988 3.734012 0.3 1.1 0.3 -1.18
C 0.706897 0.117897 4.430336 -0.4 -1.7 -0.5 1.30
C 0.526205 -0.346051 5.867540 0.5 1.0 0.5 -1.45
O 0.763209 1.517909 4.257961 0.4 0.3 0.4 -0.62
H 2.851887 -0.232933 4.062994 -0.1 0.2 0.2 0.44
H 1.774145 -0.334318 2.680260 0.2 -0.7 -0.2 -0.07
H 1.905578 -1.668430 3.945185 -0.4 -0.1 -0.4 0.35
H -0.185205 -0.239857 3.893881 0.0 0.0 0.0 -0.19
H -0.493850 -0.207233 6.224239 0.0 -0.2 -0.1 0.39
H 1.154316 0.216668 6.567085 0.1 0.1 -0.2 0.36
H 0.869071 -1.373838 5.965944 -0.4 -0.2 -0.1 0.34
H 1.152433 1.658040 3.387316 -0.1 0.1 0.0 0.31
C -0.352964 -2.994473 2.254569 0.3 -1.8 0.7 -0.72
C -1.400644 -4.096715 1.965177 -0.4 1.1 0.2 1.20
C -0.850601 -5.482548 1.759883 0.7 0.5 -1.1 -1.42
O -2.296328 -4.167045 3.097480 0.0 0.2 -0.4 -0.63
H -0.782428 -2.132976 2.760003 -0.2 0.3 -0.7 0.20
H 0.266801 -2.799284 1.385220 -0.2 0.4 0.0 -0.01
H 0.314985 -3.411167 3.019540 0.1 -0.1 -0.1 0.32
H -2.000462 -3.771344 1.106472 0.1 -0.1 -0.2 -0.40
H -0.030476 -5.461895 1.030725 0.4 0.4 0.4 0.24
H -1.528510 -6.121137 1.192716 -0.5 -0.3 0.9 0.41
H -0.474238 -5.816985 2.724275 -0.2 -0.6 -0.1 0.37
H -2.694719 -3.287712 3.105647 -0.2 -0.2 0.3 0.32
C 2.452122 -2.542157 -3.118914 -0.3 -0.2 0.1 -1.02
C 2.483784 -3.681879 -2.112531 0.1 -0.9 0.3 0.82
C 3.638554 -4.668672 -2.417789 -0.9 1.1 0.2 -1.41
O 2.564609 -3.295577 -0.738518 -0.1 0.9 -0.7 -0.58
H 2.436882 -3.022050 -4.100143 0.0 0.2 -0.1 0.48
H 3.304384 -1.862524 -3.064759 0.1 -0.2 0.1 0.09
H 1.533997 -1.960370 -3.014047 0.0 0.1 0.0 0.13
H 1.529473 -4.219314 -2.190344 0.0 -0.1 -0.3 0.19
H 3.843896 -5.202394 -1.493656 0.2 -0.3 -0.2 0.38
H 4.491350 -4.071051 -2.740667 0.3 -0.3 0.1 0.31
H 3.321943 -5.323151 -3.227948 0.2 -0.2 0.1 0.36
H 1.999327 -2.498100 -0.688176 0.5 -0.7 0.4 0.25
C -4.716470 -2.764772 -0.393441 -0.6 -0.1 0.5 -1.64
C -3.538973 -1.925015 -0.805723 0.6 -0.2 -0.1 1.12
C -3.770089 -1.122867 -2.090020 -0.1 0.3 1.1 -1.32
O -3.171950 -1.082561 0.270385 -0.3 0.3 0.1 -0.61
H -4.696306 -3.061534 0.657746 0.5 0.0 0.0 0.35
H -4.730050 -3.683512 -0.980620 -0.3 0.1 -0.1 0.36
H -5.658278 -2.211569 -0.458121 0.0 -0.1 -0.4 0.42
H -2.707077 -2.617415 -1.007621 0.1 0.1 0.0 0.10
H -2.946457 -0.408034 -2.121812 0.2 -0.2 -0.7 0.17
H -4.662777 -0.501084 -1.977083 -0.2 -0.2 -0.1 0.37
H -3.857177 -1.803602 -2.934162 0.1 0.3 -0.3 0.40
H -2.310814 -0.678192 0.087479 -0.2 -0.2 0.1 0.08
C -3.176041 4.913237 -4.156181 -0.8 0.9 -0.1 -1.55
C -2.205460 4.303789 -3.181345 -0.6 -0.2 -0.4 0.41
C -2.733055 3.023761 -2.559724 -0.2 0.0 -0.1 -0.74
O -0.992234 4.011162 -3.901043 0.9 0.4 0.6 -0.65
H -2.774470 5.780184 -4.685668 0.5 -0.3 -0.2 0.39
H -4.042511 5.380581 -3.677467 -0.1 -0.6 0.3 0.37
H -3.535199 4.160041 -4.860185 0.0 0.1 -0.1 0.38
H -1.998276 5.060116 -2.416812 0.5 -0.2 -0.1 0.24
H -3.268371 2.441825 -3.315063 0.0 0.0 0.0 0.52
H -3.435910 3.232744 -1.752515 0.1 -0.1 0.0 0.33
H -1.923915 2.391063 -2.200550 0.0 0.1 0.3 -0.07
H -1.173893 3.415760 -4.636505 -0.1 0.0 0.1 0.32
C 6.381869 -0.307575 -1.743730 0.3 1.1 -1.0 -1.39
C 5.788563 0.668081 -0.742045 0.3 -1.1 0.5 0.32
C 4.405889 0.205935 -0.322260 -0.3 0.5 0.0 -0.56
O 6.680748 0.620630 0.391681 -0.3 0.6 -0.2 -0.57
H 5.754722 -0.337779 -2.639494 -0.3 -0.5 0.2 0.33
H 6.564344 -1.284000 -1.304436 -0.3 -0.1 0.0 0.35
H 7.324411 0.063560 -2.157321 0.2 0.0 0.4 0.37
H 5.732909 1.703460 -1.096701 0.2 -0.1 -0.3 0.29
H 4.054324 0.822611 0.510538 0.0 -0.2 0.1 0.25
H 4.399053 -0.848010 -0.047545 0.0 0.0 0.1 0.18
H 3.667353 0.344132 -1.115113 0.1 -0.1 -0.1 0.06
H 6.433251 1.387099 0.922040 0.2 -0.2 0.3 0.32
```
Positions in Å, forces in eV/Å.

| no. | HOMO-LUMO gap (eV) | F_max (eV Å⁻¹) | E_HOMO (eV) |
| --- | --- | --- | --- |
| 1 | 9.16 | 2.59 | -7.177 |
| 2 | 8.13 | 4.52 | -9.189 |